No. 1
Computed, not measured: the ion C4H12NS with charge +1 at a distorted geometry, with ωB97M-V with the def2-TZVPD basis set.

Each line ends with the Mulliken charge.
CARTESIAN COORDINATES (ANGSTROEM)
H -2.44 -1.09 -1.55  0.37
H -3.17 0.07 -0.25  0.33
H -0.31 1.55 -2.27  0.34
H 2.03 0.29 2.45  0.17
H -0.05 -1.88 -1.01  0.47
H -1.03 -1.62 0.40  0.42
S 1.13 0.56 1.53  -0.23
C 1.07 -1.07 0.58  -0.51
C -2.42 -0.15 -1.06  -1.37
C -0.21 -1.18 -0.22  -0.91
H 0.95 -1.82 1.45  0.37
N 0.13 0.95 -1.61  -0.33
H 2.18 -0.96 -0.07  0.29
H 0.84 1.68 -1.18  0.40
H -0.93 0.96 0.31  0.32
H -2.69 0.45 -1.84  0.51
C -0.94 0.16 -0.59  0.05
H 0.65 0.20 -1.90  0.32

Values from the calculation:
- HOMO: -0.47443 Ha
- SMILES: C[C@H]([NH3+])CCS
- Total charge: +1
- Orbital gap: 9.36 eV
- Lowest unoccupied orbital energy: -3.55 eV

=====

No. 2
Computed, not measured: a cluster of 5 separate species, C14H16N5O11 in total at a distorted geometry, with ωB97M-V with the def2-TZVPD basis set.

Each line ends with the Mulliken charge.
CARTESIAN COORDINATES (ANGSTROEM)
C -0.87 -5.56 -3.00  -0.80
H -1.40 -0.45 -3.30  0.36
H 2.02 0.17 1.55  0.58
H 5.77 2.14 1.52  0.38
N -2.24 1.40 3.00  1.00
N -1.92 -2.37 -2.61  0.90
H -0.79 -0.82 -1.61  0.26
O 5.77 -0.24 2.16  -0.61
O -0.47 -3.51 1.05  -0.63
O -1.75 1.78 4.05  -0.61
O -1.99 -3.09 -1.63  -0.39
H -2.46 -0.53 -1.88  0.24
O 3.86 -1.21 2.24  -0.55
H -2.82 0.70 0.27  0.38
H -1.36 3.88 2.75  0.40
H -1.70 -5.05 -3.48  0.26
C 4.18 3.20 0.57  -0.28
O -1.59 -5.55 -0.73  -0.42
C -1.58 -0.95 -2.36  -0.78
H -1.98 4.41 -1.45  0.40
N -0.63 -2.25 1.13  0.87
O -1.77 -1.77 0.98  -0.58
C -2.03 2.17 1.72  -0.18
C 2.60 1.03 1.27  -0.32
C 2.04 2.10 0.60  -0.05
O -2.86 0.32 2.91  -0.51
C -1.44 4.32 0.60  -0.67
N 4.56 -0.20 2.06  0.96
H -0.62 -6.38 -3.67  0.36
C 3.95 0.97 1.59  -0.11
C -1.59 3.53 1.75  -0.38
H -2.89 2.11 -1.50  0.42
O -1.97 -2.61 -3.79  -0.62
H 0.04 -4.95 -2.91  0.28
C -1.85 3.76 -0.60  -0.33
N -1.16 -6.22 -1.66  0.92
C 4.70 2.14 1.34  -0.53
C 2.80 3.19 0.18  -0.61
H -1.28 5.39 0.69  0.43
H 0.97 1.97 0.54  0.43
O -0.97 -7.43 -1.62  -0.61
C -2.37 2.48 -0.63  -0.40
H 2.30 3.99 -0.35  0.39
O 0.35 -1.66 1.51  -0.65
C -2.41 1.68 0.48  0.05
H 4.87 3.97 0.29  0.35

Values from the calculation:
- HOMO: -0.15658 Ha
- Total charge: -1
- Orbital gap: 5.75 eV
- Lowest unoccupied orbital energy: 1.48 eV

=====

No. 3
Computed, not measured: a structure of composition C2H3Li2O2Tl at a distorted geometry, with ωB97M-V with the def2-TZVPD basis set.

Each line ends with the Mulliken charge.
CARTESIAN COORDINATES (ANGSTROEM)
O -0.64 0.78 -0.47  -0.86
C -0.44 -0.54 -0.56  0.46
H -1.08 -1.09 -1.26  0.28
C 0.52 -1.20 0.18  -0.93
H 1.49 -0.84 0.52  0.26
Li -0.55 0.79 1.53  0.87
H 0.49 -2.29 0.22  0.22
Li 1.14 1.52 -0.10  0.91
Tl -2.23 1.93 -1.73  0.68
O 1.30 0.93 1.67  -0.90

Values from the calculation:
- HOMO (alpha / beta): -0.46289 / -0.46456 Ha
- Total charge: +1
- 2S+1: 2
- Orbital gap (alpha / beta): 7.85 / 7.87 eV
- <S²>: 0.75
- Lowest unoccupied orbital energy (alpha / beta): -4.75 / -4.77 eV

=====

No. 4
Computed, not measured: a structure of composition C27H43CeNOP2Si2 at a distorted geometry, with ωB97M-V with the def2-TZVPD basis set.

Each line ends with the Mulliken charge.
CARTESIAN COORDINATES (ANGSTROEM)
H -3.09 -0.80 -0.84  0.37
Ce 0.47 0.11 0.20  -0.39
H 0.89 -3.55 -2.88  0.86
H -1.80 2.74 0.83  0.06
C 1.87 -3.19 -0.24  -1.25
H -2.71 3.14 -0.67  0.42
H 1.41 0.79 -1.24  -0.04
C 3.04 0.37 -4.17  0.69
C 3.26 -2.39 -3.53  -0.29
P 0.55 -2.21 -1.00  1.55
C 1.37 3.73 -4.41  -0.91
C -0.72 2.11 -3.36  0.04
C 1.10 -0.19 4.70  -1.00
O 3.41 -0.14 1.31  -0.36
C -3.64 1.62 2.52  -1.26
H -3.66 2.06 1.53  0.38
H 2.85 -2.77 -0.48  0.34
C -3.04 0.19 -0.38  -1.04
H 5.32 -2.19 -4.14  0.38
H -3.91 0.78 -0.69  0.48
H -0.43 -2.92 5.52  0.33
C -2.55 0.59 4.90  -1.38
C 2.85 1.73 -4.44  -0.86
H 1.71 -3.07 4.12  0.42
C 4.27 -0.33 -4.33  -0.93
H -3.07 0.06 0.71  -0.15
H -0.93 3.38 -0.58  0.39
H -0.10 -2.11 -3.29  0.43
H -1.86 3.92 -3.32  0.44
Si 0.03 -1.34 3.66  0.06
C -0.79 2.50 3.38  -1.15
C 2.25 -0.11 0.82  0.52
H -1.82 -1.85 5.33  0.34
H -1.36 3.30 3.88  0.44
C -1.07 -2.41 4.78  -1.15
H 3.35 -3.44 -3.27  0.45
H -3.05 1.48 5.31  0.38
C 2.02 -1.76 -3.36  -0.06
H 1.79 0.35 4.03  0.26
H -1.56 -3.16 4.16  0.33
H 0.07 2.24 4.01  0.39
C -0.90 3.48 -3.58  -0.24
H -3.27 -0.22 4.84  0.34
H 3.69 2.32 -4.82  0.45
C 0.53 1.54 -3.70  0.37
H -1.73 0.22 -3.13  0.36
H 0.50 0.51 5.27  0.36
C -1.77 2.74 -0.27  -1.50
H -1.72 0.34 5.56  0.37
H -1.80 -2.70 -1.23  0.38
C 1.28 -2.66 3.19  -1.03
C 0.81 -2.48 -2.78  -1.35
H 0.75 -3.46 2.67  0.28
H 2.17 4.37 -4.80  0.45
C 0.12 4.27 -4.10  -0.88
H -0.80 -4.17 -1.01  0.49
H -1.21 -3.14 0.39  0.29
H -0.41 2.87 2.43  0.38
C 1.62 2.35 -4.20  0.71
H -4.00 2.39 3.22  0.45
H -1.66 -1.26 1.96  0.10
H 1.69 -0.79 5.41  0.39
H 1.76 -3.22 0.85  0.06
P -1.57 1.06 -0.90  1.43
C -1.78 1.23 -2.70  -1.20
H -2.76 1.66 -2.81  0.85
C -0.96 -0.44 2.29  0.08
C 1.90 -0.40 -3.69  0.33
H -0.06 5.34 -4.27  0.38
H 5.14 0.23 -4.70  0.44
H 2.09 -2.19 2.63  0.30
H 1.80 -4.21 -0.64  0.48
C -0.96 -3.13 -0.67  -1.32
N 0.70 0.20 -3.49  -0.18
Si -1.93 1.01 3.15  0.23
H -4.34 0.78 2.55  0.35
C 4.36 -1.68 -4.01  -0.91

Values from the calculation:
- HOMO (alpha / beta): -0.38569 / -0.38459 Ha
- Total charge: +1
- 2S+1: 2
- Orbital gap (alpha / beta): 5.77 / 5.95 eV
- <S²>: 0.76
- Lowest unoccupied orbital energy (alpha / beta): -4.73 / -4.51 eV

=====

No. 5
Computed, not measured: a cluster of 2 separate species, C3H6Br2Si in total at a distorted geometry, with ωB97M-V with the def2-TZVPD basis set.

Each line ends with the Mulliken charge.
CARTESIAN COORDINATES (ANGSTROEM)
Br -2.13 2.05 -0.33  -0.24
C 1.93 0.73 1.72  -0.40
H 0.48 -0.27 -1.87  0.31
H -1.01 0.06 -2.74  0.33
C -0.58 -0.51 -1.92  -0.95
H 0.91 -1.11 2.30  0.29
Si -1.42 -0.08 -0.28  0.53
Br -3.22 -1.37 0.08  -0.25
H 1.88 1.59 1.08  0.20
H 2.80 0.70 2.37  0.24
C 1.04 -0.21 1.74  -0.37
H -0.68 -1.57 -2.15  0.31

Values from the calculation:
- HOMO (alpha / beta): -0.32983 / -0.29490 Ha
- Total charge: 0
- Orbital gap (alpha / beta): 7.94 / 7.58 eV
- Lowest unoccupied orbital energy (alpha / beta): -1.03 / -0.44 eV

=====

No. 6
Computed, not measured: a structure of composition C24H13Br2F4N2O3PPb at a distorted geometry, with ωB97M-V with the def2-TZVPD basis set.

Each line ends with the Mulliken charge.
CARTESIAN COORDINATES (ANGSTROEM)
C -0.68 -5.17 2.89  0.50
O -1.09 1.03 -0.03  0.50
H -1.35 2.07 1.74  0.35
C -0.71 -3.18 1.53  -0.05
F 0.20 -2.28 4.89  -0.31
H -0.45 1.44 -5.62  0.48
F -1.20 -5.26 0.59  -0.30
C 1.23 1.19 3.93  -0.26
H -1.38 2.62 -3.60  0.51
H 2.31 2.60 5.12  0.44
H -2.95 -1.71 2.58  0.50
C -0.22 1.10 -4.62  -0.35
C -3.26 1.78 0.87  -1.11
F -0.83 -6.47 3.01  -0.24
O 1.49 2.93 0.74  -0.11
C -4.25 -0.23 1.74  -0.81
H -3.35 2.76 0.42  0.61
N 0.43 0.27 -2.05  -0.04
H 0.97 -0.58 -5.26  0.46
C -0.64 1.18 5.99  -0.81
C -1.89 1.29 1.17  -0.07
Br 2.04 -1.84 -2.76  -0.08
H -5.14 -0.82 1.93  0.47
C -0.40 -2.36 2.63  0.18
C 0.49 1.98 6.07  -0.57
H -1.73 -0.25 4.82  0.46
H 0.65 2.59 6.94  0.44
C -0.30 -4.39 3.99  0.29
C -0.17 -3.00 3.84  0.01
C -0.85 0.38 4.88  -0.28
O -1.62 2.97 -1.06  -0.50
Pb 1.55 -0.36 0.13  1.01
C -0.73 1.77 -3.51  -0.89
C -1.86 -0.03 1.89  0.37
N 1.77 1.79 0.85  0.16
C -0.40 1.30 -2.25  0.68
C 0.10 0.38 3.85  0.69
C 0.90 -0.37 -3.12  0.46
H 1.95 1.19 3.12  0.39
F -0.07 -4.95 5.16  -0.24
C 1.43 1.98 5.05  -0.87
C -4.37 1.04 1.15  -0.54
H -1.36 1.18 6.79  0.44
C -0.87 -4.55 1.65  0.28
C -3.01 -0.74 2.10  0.04
H -5.34 1.42 0.90  0.46
C 0.59 -0.01 -4.43  -0.68
C -1.09 1.90 -1.06  0.04
P -0.19 -0.56 2.33  -0.05
Br -0.85 -2.45 -0.22  -0.04

Values from the calculation:
- HOMO (alpha / beta): -0.54928 / -0.49501 Ha
- Total charge: +2
- Orbital gap (alpha / beta): 6.28 / 5.21 eV
- Lowest unoccupied orbital energy (alpha / beta): -8.67 / -8.26 eV